Formula: C37H31NOPSiTe4W
Source: the Open Molecules 2025 dataset
Level of theory: the ωB97M-V functional and the def2-TZVPD basis

Atoms and positions in Å:
W (1.001, -1.612, -1.030)
O (3.197, -2.548, 0.751)
N (2.422, -1.444, 0.424)
C (2.664, -0.339, 1.099)
C (2.052, 0.905, 0.677)
C (1.989, 1.860, 2.993)
C (1.630, 3.048, 3.504)
C (1.269, 3.955, 2.402)
C (1.383, 3.300, 1.233)
C (1.849, 1.937, 1.527)
P (1.602, 0.629, -1.095)
C (-1.930, 1.692, -2.511)
C (-2.222, 0.366, -2.775)
C (-3.473, 0.048, -3.282)
C (-4.405, 1.046, -3.523)
C (-4.101, 2.373, -3.243)
C (-2.856, 2.705, -2.733)
C (3.089, 1.209, -1.940)
C (3.652, 0.395, -2.919)
C (4.794, 0.813, -3.586)
C (5.361, 2.043, -3.286)
C (4.803, 2.856, -2.306)
C (3.673, 2.439, -1.624)
H (3.983, -2.232, 1.226)
H (3.328, -0.362, 1.957)
H (2.250, 0.969, 3.544)
H (1.589, 3.307, 4.551)
H (0.977, 4.987, 2.526)
H (1.233, 3.726, 0.254)
H (-1.493, -0.413, -2.600)
H (-3.708, -0.987, -3.497)
H (-5.375, 0.793, -3.930)
H (-4.829, 3.152, -3.424)
H (-2.619, 3.741, -2.520)
H (3.184, -0.551, -3.169)
H (5.233, 0.181, -4.346)
H (6.247, 2.371, -3.814)
H (5.257, 3.809, -2.068)
H (3.256, 3.059, -0.839)
Te (0.435, -2.266, -3.545)
Te (0.510, -0.277, -5.438)
Te (1.071, 2.257, -4.519)
Te (-0.012, 2.414, -2.030)
C (0.809, -1.354, 5.280)
C (1.315, -2.262, 4.357)
C (0.856, -2.246, 3.048)
C (-0.107, -1.322, 2.625)
C (-0.615, -0.433, 3.574)
C (-0.163, -0.447, 4.888)
Si (-0.701, -1.370, 0.833)
C (-2.037, -0.058, 0.638)
C (-1.697, 1.269, 0.943)
C (-2.618, 2.301, 0.827)
C (-3.909, 2.027, 0.389)
C (-4.263, 0.724, 0.074)
C (-3.337, -0.306, 0.200)
C (-1.274, -3.132, 0.446)
C (-2.474, -3.742, 0.821)
C (-2.740, -5.065, 0.496)
C (-1.816, -5.817, -0.221)
C (-0.618, -5.244, -0.616)
C (-0.371, -3.919, -0.280)
H (1.160, -1.368, 6.304)
H (2.053, -2.992, 4.663)
H (1.247, -2.978, 2.349)
H (-1.381, 0.280, 3.294)
H (-0.576, 0.250, 5.606)
H (-0.704, 1.499, 1.319)
H (-2.332, 3.312, 1.092)
H (-4.635, 2.824, 0.298)
H (-5.267, 0.505, -0.268)
H (-3.636, -1.316, -0.060)
H (-3.202, -3.182, 1.395)
H (-3.670, -5.518, 0.814)
H (-2.029, -6.849, -0.466)
H (0.113, -5.814, -1.174)
H (0.663, -3.608, -0.567)

As for the spin multiplicity: 3. For the LUMO energy (alpha / beta), the calculation gives -4.06 / -4.11 eV. The value obtained for the HOMO energy (alpha / beta) is -0.352 / -0.352 Ha. The total charge is +1. The calculation puts the total energy at -3328.17818 hartree. For the energy above the lowest of the compared OMol25 structures with the same formula, charge and spin, the calculation gives 0.0 kcal per mole. The calculation puts the molar mass at 1258.96 g mol⁻¹. Its expectation value of S² is 2.068.


Formula: C37H32AsF6OP2S4Zr
Source: the Open Molecules 2025 dataset
Level of theory: the ωB97M-V functional and the def2-TZVPD basis

Atoms and positions in Å:
Zr (-0.173, -1.336, 0.495)
S (-0.195, 0.113, 2.647)
C (1.401, 0.138, 3.385)
C (1.489, 0.266, 4.771)
C (2.724, 0.198, 5.389)
C (3.874, 0.026, 4.630)
C (3.793, -0.074, 3.249)
C (2.560, -0.023, 2.611)
As (2.337, -0.256, 0.675)
C (2.090, -2.236, 0.714)
C (2.295, -2.932, -0.494)
C (2.162, -4.306, -0.549)
C (1.846, -5.017, 0.605)
C (1.686, -4.355, 1.813)
C (1.802, -2.971, 1.873)
C (4.262, -0.290, 0.195)
C (5.043, -1.436, 0.134)
C (6.389, -1.324, -0.184)
C (6.951, -0.081, -0.436)
C (6.172, 1.064, -0.355)
C (4.825, 0.962, -0.051)
H (0.584, 0.416, 5.346)
H (2.790, 0.275, 6.466)
H (4.841, -0.027, 5.112)
H (4.695, -0.196, 2.663)
H (2.627, -2.381, -1.364)
H (2.334, -4.829, -1.480)
H (1.751, -6.095, 0.569)
H (1.489, -4.917, 2.716)
H (1.737, -2.473, 2.833)
H (4.629, -2.412, 0.350)
H (7.004, -2.213, -0.228)
H (7.998, -0.004, -0.697)
H (6.616, 2.035, -0.532)
H (4.195, 1.842, 0.013)
C (0.698, -1.467, -4.022)
S (-0.039, -0.468, -2.717)
O (0.382, -1.293, -1.444)
C (-1.743, -0.943, -2.994)
C (-2.667, 0.046, -3.298)
C (-3.992, -0.307, -3.485)
C (-4.376, -1.637, -3.385)
C (-3.438, -2.620, -3.103)
C (-2.111, -2.278, -2.899)
H (0.448, -2.513, -3.857)
H (1.776, -1.312, -3.994)
H (0.298, -1.121, -4.973)
H (-2.357, 1.080, -3.386)
H (-4.723, 0.459, -3.705)
H (-5.411, -1.911, -3.539)
H (-3.738, -3.657, -3.041)
H (-1.368, -3.042, -2.707)
F (-2.235, -1.759, 0.487)
P (-2.035, -3.370, 1.157)
F (-1.532, -4.718, 1.718)
F (-0.690, -3.360, 0.025)
F (-0.887, -2.556, 2.121)
F (-2.937, -3.941, 0.044)
F (-3.137, -3.056, 2.185)
S (-1.317, 2.265, 2.659)
P (-1.838, 2.451, 0.731)
S (-1.055, 0.905, -0.362)
C (-1.249, 3.971, -0.062)
C (-0.249, 3.968, -1.028)
C (0.082, 5.152, -1.670)
C (-0.572, 6.330, -1.340)
C (-1.546, 6.337, -0.351)
C (-1.892, 5.158, 0.287)
C (-3.628, 2.425, 0.457)
C (-4.118, 2.944, -0.742)
C (-5.476, 2.890, -1.006)
C (-6.343, 2.331, -0.074)
C (-5.854, 1.826, 1.122)
C (-4.494, 1.866, 1.390)
H (0.268, 3.052, -1.280)
H (0.848, 5.149, -2.435)
H (-0.321, 7.247, -1.856)
H (-2.045, 7.259, -0.084)
H (-2.661, 5.149, 1.051)
H (-3.446, 3.409, -1.452)
H (-5.861, 3.304, -1.929)
H (-7.405, 2.302, -0.277)
H (-6.535, 1.416, 1.855)
H (-4.106, 1.484, 2.326)

As for the spin multiplicity: 2. For the LUMO energy (alpha / beta), the calculation gives -6.46 / -6.72 eV. The value obtained for the HOMO energy (alpha / beta) is -0.446 / -0.498 Ha. The total charge is +2. The calculation puts the total energy at -6661.65170 hartree. For the energy above the lowest of the compared OMol25 structures with the same formula, charge and spin, the calculation gives 58.5 kcal per mole. The calculation puts the molar mass at 963.01 g mol⁻¹. Its expectation value of S² is 0.759.


Formula: C37H32Cl3FNO2PRhS3Si
Source: the Open Molecules 2025 dataset
Level of theory: the ωB97M-V functional and the def2-TZVPD basis

Atoms and positions in Å:
Rh (-0.424, -0.975, -0.495)
C (0.333, -2.902, 1.642)
Si (-0.411, -1.377, 2.461)
C (-2.120, -1.898, 3.058)
C (0.606, -0.973, 3.973)
N (-0.440, -0.084, 1.304)
C (-0.677, 1.237, 1.681)
C (-1.280, 1.546, 2.913)
C (-1.484, 2.844, 3.363)
C (-1.109, 3.923, 2.582)
C (-0.525, 3.664, 1.349)
C (-0.322, 2.368, 0.928)
F (0.242, 2.217, -0.277)
H (-0.364, -3.740, 1.727)
H (1.256, -3.171, 2.159)
H (0.613, -2.831, 0.584)
H (-2.039, -2.755, 3.736)
H (-2.766, -2.190, 2.229)
H (-2.624, -1.101, 3.602)
H (0.865, -1.912, 4.474)
H (0.076, -0.339, 4.686)
H (1.531, -0.467, 3.689)
H (-1.604, 0.732, 3.544)
H (-1.948, 3.000, 4.330)
H (-1.259, 4.941, 2.918)
H (-0.201, 4.459, 0.690)
Cl (-2.382, -7.875, -1.600)
C (-1.697, -6.271, -1.688)
C (-2.356, -5.210, -1.098)
C (-1.789, -3.953, -1.179)
Cl (-2.612, -2.604, -0.441)
C (-0.576, -3.669, -1.831)
O (-0.036, -2.493, -1.898)
C (0.047, -4.801, -2.403)
Cl (1.569, -4.566, -3.207)
C (-0.492, -6.071, -2.341)
H (-3.293, -5.356, -0.579)
H (0.031, -6.900, -2.796)
S (2.897, 1.223, 1.619)
P (2.983, 0.009, 0.098)
S (1.498, -0.146, -1.330)
C (4.425, 0.388, -0.978)
C (4.367, 0.580, -2.353)
C (5.527, 0.858, -3.070)
C (6.749, 0.936, -2.422)
C (6.812, 0.744, -1.047)
C (5.658, 0.477, -0.330)
C (3.389, -1.701, 0.617)
C (3.296, -2.754, -0.293)
C (3.640, -4.040, 0.094)
C (4.085, -4.283, 1.388)
C (4.182, -3.238, 2.295)
C (3.830, -1.948, 1.911)
H (3.422, 0.518, -2.873)
H (5.468, 1.010, -4.140)
H (7.650, 1.149, -2.984)
H (7.762, 0.808, -0.531)
H (5.702, 0.350, 0.745)
H (2.918, -2.571, -1.293)
H (3.545, -4.853, -0.615)
H (4.348, -5.290, 1.690)
H (4.521, -3.424, 3.306)
H (3.886, -1.123, 2.611)
C (-4.187, 6.837, -2.561)
C (-5.667, 6.970, -2.312)
O (-6.267, 8.002, -2.467)
S (-6.602, 5.559, -1.732)
C (-5.402, 4.264, -1.586)
C (-5.229, 3.354, -2.626)
C (-4.282, 2.348, -2.518)
C (-3.492, 2.232, -1.371)
C (-3.687, 3.138, -0.325)
C (-4.637, 4.140, -0.430)
C (-2.500, 1.206, -1.247)
C (-1.652, 0.376, -1.025)
H (-3.909, 7.563, -3.323)
H (-3.890, 5.833, -2.854)
H (-3.661, 7.087, -1.637)
H (-5.833, 3.443, -3.519)
H (-4.138, 1.643, -3.325)
H (-3.083, 3.044, 0.569)
H (-4.783, 4.838, 0.385)

For the LUMO energy, the calculation gives 1.87 eV. The value obtained for the HOMO energy is -0.182 Ha. The total charge is -1. The calculation puts the total energy at -5050.93756 hartree. For the energy above the lowest of the compared OMol25 structures with the same formula, charge and spin, the calculation gives 0.0 kcal per mole. The calculation puts the molar mass at 906.19 g mol⁻¹.


Among the records above, which one has the highest total charge? C37H32AsF6OP2S4Zr


Number 1 is which compound? C37H31NOPSiTe4W